1.
A single C4H6N4 molecule at a distorted geometry, computed with wB97M-V/def2-TZVPD.

The calculation puts the relative energy (zero: lowest compared OMol25 entry of this formula, charge and spin) at 116.7 kcal/mol. Its SMILES is N[C@H]1Cn2nncc21. For the electronic energy, the calculation gives -10200.881 eV. The calculation puts the lowest unoccupied orbital energy at 0.482 eV. As for the HOMO energy: -8.859 eV. For the largest force on an atom, the calculation gives 6.78 eV/A.

XYZ file:
```
14
Properties=species:S:1:pos:R:3:lowdin_charge:R:1
C -0.7808 -1.1331 0.6721 -0.224
C 0.8520 -1.3734 0.3006 -0.016
C -0.5471 1.5960 -0.2084 -0.105
C -0.4727 0.2202 0.2352 -0.187
H -1.1494 -1.8521 -1.2832 0.078
H -2.2629 -2.5652 -0.2189 0.149
H -1.0688 -1.1953 1.6428 0.102
H 1.2078 -1.9874 -0.5200 0.108
H 1.2792 -1.8006 1.3013 0.128
H -1.4137 2.1218 -0.3967 0.069
N -1.6880 -1.5628 -0.4296 -0.013
N 0.8629 0.0750 0.3038 -0.096
N 1.4860 1.0765 -0.3405 0.012
N 0.6390 2.0427 -0.4655 -0.005
```

2.
A molecular structure, C4H6N4 at a distorted geometry, computed with wB97M-V/def2-TZVPD.

The calculation puts the relative energy (zero: lowest compared OMol25 entry of this formula, charge and spin) at 134.6 kcal/mol. For the electronic energy, the calculation gives -10200.102 eV. The calculation puts the lowest unoccupied orbital energy at -0.102 eV. As for the HOMO energy: -8.312 eV. For the largest force on an atom, the calculation gives 11.48 eV/A.

XYZ file:
```
14
Properties=species:S:1:pos:R:3:lowdin_charge:R:1
C 0.6227 -1.3868 -1.3893 0.073
C 0.3347 -0.3787 -0.6193 -0.209
C 0.6037 -0.5823 0.8398 -0.395
C -0.6651 0.7664 -0.7312 -0.313
H 0.6528 -1.6010 -2.7102 0.173
H 1.0961 -2.2665 -1.0426 0.038
H 0.7484 -1.2413 2.4478 0.045
H 0.1444 0.5045 2.3930 0.213
H -0.8714 2.4308 0.8677 0.212
H -1.8850 2.1216 -1.6394 0.060
N 0.8089 -1.7354 1.4991 0.122
N 0.3475 0.7504 1.2277 -0.082
N -0.6269 1.3679 0.6080 -0.045
N -1.3108 1.2503 -1.7510 0.107
```